# C52H55MoN6S3

C52H55MoN6S3 as an isolated structure (ωB97M-V with the def2-TZVPD basis set, the Open Molecules 2025 dataset).

Each line ends with the Mulliken spin population.
Element x y z (Å)
1 Mo 0.42902 0.20983 -0.20018  2.02
2 C -3.23352 -3.86576 2.29859  0.00
3 C -2.98527 -3.26043 0.91090  0.00
4 C -4.12328 -3.67257 -0.03429  0.00
5 C -1.61148 -3.69396 0.39996  0.01
6 C -1.36491 -5.06311 0.35211  0.00
7 C -0.12071 -5.57634 0.04123  0.00
8 C 0.92400 -4.70854 -0.21328  0.00
9 C 0.72158 -3.33576 -0.23122  -0.03
10 C 1.91969 -2.46922 -0.53360  0.00
11 C 2.54632 -2.74822 -1.89366  0.00
12 C 2.95928 -2.57071 0.58128  0.00
13 C -0.55822 -2.83063 0.03591  0.03
14 N -0.83263 -1.41610 -0.21817  -0.08
15 C -1.95012 -1.19159 -0.86656  0.04
16 C -2.60225 0.03005 -1.18705  0.03
17 C -3.80763 -0.14377 -1.91657  0.02
18 C -4.61863 0.90822 -2.23392  -0.01
19 C -4.24111 2.19262 -1.81762  0.02
20 C -3.08220 2.40079 -1.10867  -0.01
21 C -2.21929 1.34096 -0.77809  0.04
22 N -1.04992 1.56996 -0.06222  0.00
23 C -0.96478 2.89463 0.58947  0.06
24 C -1.68431 3.14450 1.77214  0.00
25 C -1.68872 4.44103 2.28661  0.00
26 C -1.02569 5.47903 1.67258  0.00
27 C -0.34847 5.23114 0.49471  0.00
28 C -0.31654 3.96562 -0.07314  -0.04
29 C 0.42471 3.87715 -1.39675  0.00
30 C -0.45769 3.57910 -2.61034  0.00
31 C 1.59612 2.93668 -1.25038  -0.08
32 C -2.52581 2.13242 2.52740  0.00
33 C -2.21228 2.19211 4.02596  0.00
34 C -4.02762 2.38132 2.32587  0.00
35 H -4.19148 -3.53079 2.69722  0.00
36 H -2.44422 -3.59680 3.00092  0.00
37 H -3.27001 -4.95202 2.24767  0.00
38 H -3.00700 -2.16954 1.01403  0.00
39 H -4.28925 -4.74929 0.00965  0.00
40 H -3.91865 -3.42522 -1.07894  0.00
41 H -5.05466 -3.18452 0.25318  0.00
42 H -2.17004 -5.74631 0.58322  0.00
43 H 0.04130 -6.64580 0.02142  0.00
44 H 1.90817 -5.10738 -0.42338  0.00
45 H 1.55726 -1.40720 -0.57063  -0.07
46 H 3.00771 -3.73602 -1.87609  0.00
47 H 3.32996 -2.02433 -2.12750  0.00
48 H 1.80906 -2.73348 -2.69353  0.00
49 H 3.30278 -3.60281 0.64986  0.00
50 H 2.54249 -2.30411 1.55358  0.00
51 H 3.83453 -1.95275 0.37180  0.00
52 H -2.46674 -2.07564 -1.22564  0.01
53 H -4.09144 -1.14811 -2.20844  0.00
54 H -5.53801 0.75180 -2.78063  0.00
55 H -4.87230 3.04062 -2.05192  0.00
56 H -2.82302 3.40336 -0.80143  0.00
57 H -2.24523 4.64319 3.18973  0.00
58 H -1.04762 6.47384 2.09704  0.00
59 H 0.14894 6.04451 -0.01860  0.00
60 H 0.85149 4.86646 -1.56863  0.00
61 H -0.80112 2.54592 -2.62950  0.00
62 H 0.10760 3.78566 -3.52394  0.00
63 H -1.33213 4.23006 -2.61836  0.00
64 H 1.18743 1.98028 -0.88471  -0.03
65 H 2.29875 3.28011 -0.49071  -0.01
66 H 2.11807 2.72919 -2.18460  0.01
67 H -2.30556 1.13241 2.14495  0.00
68 H -2.55732 3.12982 4.45762  0.00
69 H -1.14245 2.11076 4.22710  0.00
70 H -2.73342 1.39948 4.55304  0.00
71 H -4.29250 3.39120 2.64219  0.00
72 H -4.60644 1.68095 2.93017  0.00
73 H -4.33224 2.26290 1.28685  0.00
74 S -0.95222 -1.32626 6.71898  0.00
75 C -2.58307 -1.71978 6.98117  0.00
76 C -3.30888 -1.70550 5.82642  0.00
77 C -2.51537 -1.36551 4.70837  0.00
78 C -1.20073 -1.13893 5.02327  0.00
79 C -0.11923 -0.70172 4.14665  -0.02
80 C -0.33592 -0.50420 2.76935  0.06
81 N 0.60528 -0.08160 1.93007  -0.02
82 C 1.85493 0.15333 2.42110  0.02
83 C 2.17348 -0.01402 3.76554  0.00
84 C 3.53051 0.21742 4.19186  0.00
85 C 4.49731 0.52393 3.30351  0.00
86 C 4.20240 0.61587 1.89669  -0.01
87 C 5.17576 0.79677 0.90995  0.01
88 C 4.84206 0.77783 -0.44007  -0.01
89 C 3.48205 0.63669 -0.74769  -0.03
90 N 2.53324 0.50988 0.17700  0.03
91 C 2.87671 0.46601 1.48712  0.03
92 C 5.82455 0.88928 -1.51107  0.00
93 C 5.60154 0.98163 -2.86325  0.00
94 C 6.79348 1.05435 -3.61712  0.00
95 C 7.90371 1.01090 -2.82606  0.00
96 S 7.51514 0.88402 -1.17795  0.00
97 C 1.15836 -0.44710 4.62320  0.03
98 H -2.93134 -1.94666 7.97698  0.00
99 H -4.36535 -1.92459 5.78457  0.00
100 H -2.92021 -1.26707 3.71027  0.00
101 H -1.29562 -0.73753 2.33024  0.01
102 H 3.76111 0.11882 5.24498  0.00
103 H 5.51929 0.67336 3.62785  0.00
104 H 6.20870 0.92910 1.21128  0.00
105 H 3.15215 0.64870 -1.77803  0.00
106 H 4.61942 1.02002 -3.31738  0.00
107 H 6.83153 1.13926 -4.69250  0.00
108 H 8.93712 1.05006 -3.13391  0.00
109 H 1.38578 -0.59440 5.67268  0.00
110 N -0.86356 0.70869 -4.83841  0.00
111 C -0.52026 -0.27009 -4.02210  0.02
112 N -1.01094 -1.48738 -4.20468  0.00
113 S 0.64542 0.03865 -2.78137  0.00
114 H -1.43687 0.55898 -5.65664  0.00
115 H -0.48878 1.63135 -4.68400  0.00
116 H -1.59314 -1.71691 -4.99791  0.00
117 H -0.68053 -2.24779 -3.63430  0.00

Forces on the atoms, in the same order (eV/Å):
Mo -1.623 0.443 0.223
C 0.055 0.095 0.009
C 0.014 -0.069 -0.024
C 0.058 0.034 -0.021
C -0.132 0.043 0.076
C 0.024 0.025 0.055
C 0.010 0.008 0.005
C -0.025 -0.057 -0.045
C 0.042 0.138 -0.025
C -0.059 0.025 0.204
C -0.008 -0.018 0.009
C -0.017 0.006 0.002
C 0.038 -0.029 -0.082
N -0.331 -0.154 0.006
C 0.153 -0.074 -0.125
C -0.005 0.132 0.002
C 0.066 -0.063 -0.007
C 0.004 0.102 0.002
C -0.059 -0.051 -0.026
C 0.022 0.060 0.062
C -0.061 -0.016 -0.177
N 0.582 -0.456 0.001
C 0.031 0.085 0.081
C -0.050 -0.066 -0.033
C 0.019 0.008 -0.013
C -0.017 0.003 0.028
C -0.027 0.012 -0.001
C 0.062 -0.101 -0.090
C -0.022 0.018 -0.012
C 0.052 0.062 -0.048
C 0.024 0.060 0.013
C -0.055 -0.014 -0.017
C 0.075 -0.097 -0.050
C 0.055 -0.008 -0.043
H 0.002 0.053 0.002
H -0.014 0.015 0.027
H -0.029 -0.033 0.000
H 0.013 -0.015 0.054
H 0.025 0.001 -0.021
H -0.043 -0.025 -0.009
H -0.001 -0.028 0.028
H -0.013 -0.010 0.037
H -0.014 0.013 -0.002
H -0.006 0.013 0.005
H 0.278 -0.440 -0.095
H 0.023 0.008 -0.031
H -0.008 -0.008 0.022
H 0.000 0.010 -0.019
H 0.022 0.002 0.003
H 0.009 -0.031 -0.006
H -0.026 0.010 -0.008
H -0.011 -0.010 0.041
H 0.006 0.003 0.023
H 0.000 0.017 0.008
H 0.007 -0.007 -0.001
H -0.018 -0.013 0.014
H -0.008 0.003 0.003
H -0.007 -0.009 -0.010
H 0.013 -0.015 0.015
H -0.056 0.041 0.026
H -0.013 -0.022 0.021
H -0.007 -0.064 0.019
H 0.025 0.007 -0.019
H 0.289 0.437 -0.317
H 0.007 0.004 -0.013
H -0.017 0.005 -0.007
H 0.071 -0.042 0.015
H 0.002 -0.012 0.020
H 0.017 -0.033 0.006
H -0.034 -0.155 0.078
H -0.014 -0.011 0.003
H 0.007 0.010 -0.002
H -0.003 0.012 -0.035
S 0.071 -0.045 -0.012
C -0.066 -0.023 0.009
C 0.018 -0.001 -0.019
C -0.109 0.034 -0.135
C 0.030 0.100 0.090
C 0.037 0.032 0.008
C 0.000 -0.150 -0.085
N 0.165 -0.004 0.172
C -0.046 0.022 -0.047
C 0.051 -0.024 0.054
C -0.026 -0.008 0.029
C 0.025 -0.014 -0.029
C 0.013 0.047 0.068
C 0.044 -0.003 -0.023
C 0.035 0.005 0.011
C -0.025 0.068 0.036
N 0.190 -0.042 -0.364
C -0.013 0.027 -0.073
C 0.103 -0.033 0.047
C -0.087 0.059 -0.055
C -0.031 0.004 0.010
C 0.028 0.005 -0.044
S -0.023 -0.001 0.057
C -0.060 0.049 0.042
H 0.029 0.006 -0.008
H 0.013 0.004 -0.005
H -0.023 -0.026 -0.022
H -0.025 0.057 -0.004
H 0.001 0.006 -0.013
H -0.018 0.005 0.001
H -0.007 -0.012 0.010
H -0.004 -0.051 0.004
H 0.029 -0.025 -0.003
H -0.003 -0.002 0.010
H -0.012 -0.005 0.017
H 0.017 0.019 -0.009
N 0.042 -0.013 0.052
C -0.367 -0.060 0.227
N -0.062 -0.044 0.011
S 0.615 0.258 0.190
H 0.006 -0.003 -0.009
H 0.013 0.009 -0.008
H -0.014 -0.001 0.006
H 0.077 0.004 -0.011

## Properties
Net charge   +3
Multiplicity   3
E_tot   -98098.4400 eV